P | DFT (wB97M-V/def2-TZVPD) results for C2H7N3O as an isolated structure.

XYZ file:
```
13
Properties=species:S:1:pos:R:3
C 0.3327 -0.7836 -0.7575
N 0.4050 0.5807 -0.4312
C 0.0963 -0.2524 1.1242
N -0.1304 1.7160 -1.4591
N -0.6649 -1.3141 1.4857
O 0.4952 0.5204 1.9805
H 1.3542 0.9113 -0.2529
H 0.3213 2.5652 -1.1009
H -1.1434 1.8365 -1.4147
H -0.9237 -2.0165 0.8060
H -0.6841 -1.5713 2.4619
H -0.6536 -1.0999 -1.0954
H 1.1954 -1.0923 -1.3468
```

LUMO, eV: 0.86
Kohn-Sham gap, eV: 8.26

***

Q | DFT (wB97M-V/def2-TZVPD) results for one molecule with the formula C2H7N3O.

XYZ file:
```
13
Properties=species:S:1:pos:R:3
C -0.0735 0.9057 0.4307
C 0.9750 -0.2285 0.0952
H -1.5559 -0.0818 -0.1952
H -1.1191 1.3517 -1.3067
H -0.4820 0.8181 1.4752
H 0.2862 2.1305 0.4879
H 2.5691 0.7461 0.1564
H 0.8259 -1.8018 -0.7217
H -1.6605 -1.8812 -0.1196
N -1.3314 1.0472 -0.2825
N 2.3009 -0.1407 -0.0451
N 0.0887 -1.1873 -0.4395
O -0.8233 -1.6779 0.4651
```

LUMO, eV: 0.44
Kohn-Sham gap, eV: 9.83

***

R | DFT (wB97M-V/def2-TZVPD) results for a 2-piece molecular cluster, C2H7N3O overall.

XYZ file:
```
13
Properties=species:S:1:pos:R:3
N 1.0667 -1.4056 -0.3858
C 1.1037 -0.5513 -1.4180
N 0.8681 0.7086 -1.4457
H 1.6912 -2.1723 -0.2658
H 0.6107 -1.0373 0.4574
H 1.4201 -1.0325 -2.3602
H 1.2208 1.1029 -2.3052
C -1.2599 0.3309 1.8194
N -1.3756 1.2750 0.8343
O -0.6262 -0.6926 1.7160
H -1.9192 0.5357 2.6755
H -0.5583 1.6086 0.3490
H -2.2421 1.3299 0.3291
```

LUMO, eV: 1.07
Kohn-Sham gap, eV: 10.04

***

S | DFT (wB97M-V/def2-TZVPD) results for one molecule with the formula C2H7N3O.

XYZ file:
```
13
Properties=species:S:1:pos:R:3
N -0.8666 0.4030 1.3969
C -0.3264 -0.0502 0.1703
N -1.3177 1.0308 0.3295
N -0.8554 -1.2333 -0.3553
C 1.0551 0.4042 -0.2293
O 1.7507 -0.6613 -0.8824
H 2.5969 -0.3044 -1.2129
H -0.2593 0.8767 2.0678
H -2.2887 0.9112 0.0409
H 0.8578 1.2508 -0.9325
H -1.7416 -1.6169 -0.0522
H -0.2382 -1.7637 -0.9723
H 1.6333 0.7531 0.6314
```

LUMO, eV: 0.77
Kohn-Sham gap, eV: 8.74

***

Relative energies, kcal/mol: P 106.6; Q 96.8; R 0.0; S 54.6.

***

P | DFT (wB97M-V/def2-TZVPD) results for a 2-piece molecular cluster, C2H7N3O overall.

XYZ file:
```
13
Properties=species:S:1:pos:R:3
C 1.9301 -0.4458 -0.5571
C 1.0428 0.1705 0.5656
N 0.1846 1.1009 0.0666
N -2.6133 0.6177 -0.2086
N -1.5987 -0.1667 0.0578
O -1.6306 -0.9910 0.9498
H 1.4261 -1.0721 -1.2415
H 2.3121 0.3537 -1.0157
H 2.6155 -1.1402 -0.2482
H 1.7865 0.7079 1.3401
H 0.6207 -0.7667 1.0226
H -2.6480 0.8547 -1.1735
H -3.4278 0.7770 0.4418
```

LUMO (alpha / beta), eV: -0.36 / -0.09
Kohn-Sham gap (alpha / beta), eV: 8.37 / 8.01

***

Q | DFT (wB97M-V/def2-TZVPD) results for one molecule with the formula C2H7N3O.

XYZ file:
```
13
Properties=species:S:1:pos:R:3
C 0.5625 -0.9084 -1.7066
C 0.2031 0.2711 -0.9170
N -0.8310 -0.2971 2.1004
N 0.6888 0.5827 0.5791
N -0.3888 0.8756 1.4470
O 1.2191 0.4051 -1.9300
H 1.1463 -1.6636 -1.2606
H -0.1353 -1.2195 -2.4397
H -0.7210 0.7623 -0.9608
H -1.7740 -0.6998 1.8305
H -0.0456 -0.8916 1.8809
H 1.2805 1.4426 0.5196
H -1.2047 1.3405 0.8572
```

LUMO, eV: 0.91
Kohn-Sham gap, eV: 9.05

***

Relative energies, kcal/mol: P 64.3; Q 0.0.

***

P | DFT (wB97M-V/def2-TZVPD) results for one molecule with the formula C2H7N3O.

XYZ file:
```
13
Properties=species:S:1:pos:R:3
C -0.6709 -0.4480 2.4199
C 0.9099 -0.1040 -0.6214
H -0.1207 0.3194 2.9653
H -1.7251 -0.8372 2.8005
H -0.0467 -1.2613 2.7417
H 1.8859 -0.4405 -0.9977
H -0.7103 0.6167 -0.7886
H 0.1441 -0.0638 -3.0321
H -0.1591 1.5307 -3.1022
N 0.6734 -0.6395 0.4763
N 0.1400 0.8052 -1.2865
N 0.2937 0.7708 -2.6381
O -0.6141 -0.2484 1.0631
```

LUMO, eV: 1.05
Kohn-Sham gap, eV: 9.74

***

Q | DFT (wB97M-V/def2-TZVPD) results for a 2-piece molecular cluster, C2H7N3O overall.

XYZ file:
```
13
Properties=species:S:1:pos:R:3
C 2.4039 0.6298 -0.1070
C -1.8390 0.3210 -0.3555
N 1.2290 0.5785 0.1855
N -1.2293 -0.8479 0.4295
N -0.1500 -1.2571 -0.1429
O -1.3667 1.4895 0.1184
H 2.9332 1.4381 0.4450
H 2.9667 -0.1250 -0.7340
H -1.4021 0.1020 -1.3787
H -2.8493 0.3524 -0.4094
H -1.5969 -1.1990 1.3477
H 0.5772 -1.8193 0.4774
H -0.4349 1.4844 0.1973
```

LUMO (alpha / beta), eV: 0.20 / 1.14
Kohn-Sham gap (alpha / beta), eV: 7.28 / 9.73

***

R | DFT (wB97M-V/def2-TZVPD) results for a 2-piece molecular cluster, C2H7N3O overall.

XYZ file:
```
13
Properties=species:S:1:pos:R:3
C -0.4101 -0.0668 0.8671
C -1.9131 -0.4405 1.2698
N 0.4280 -0.9606 0.4453
N 2.2002 0.1833 -2.1050
N 2.2697 0.3037 -0.9469
O -0.0883 1.2657 0.9616
H -2.4380 -0.5404 0.2646
H -2.0416 -1.4966 1.5343
H -2.5000 0.2706 1.9350
H 1.7101 0.7831 -2.8603
H 2.4204 -0.7267 -2.7325
H 1.0500 -0.3647 -0.1191
H -0.6873 1.7899 1.4861
```

LUMO, eV: 0.72
Kohn-Sham gap, eV: 9.10

***

Relative energies, kcal/mol: P 0.0; Q 28.1; R 3.5.

***

P | DFT (wB97M-V/def2-TZVPD) results for an isolated ion of composition C4H8N and charge +1.

XYZ file:
```
13
Properties=species:S:1:pos:R:3
C -1.7258 1.9962 -0.0501
C -0.1510 -0.0563 -0.2194
C -1.5219 0.9276 -0.7713
C 0.9177 -0.8645 -0.4459
N 1.6499 -1.5134 0.6765
H -0.8907 2.3767 0.5244
H -2.5065 2.7570 -0.3825
H -0.2842 0.0850 0.8175
H -2.1178 0.4814 -1.5401
H 1.1962 -1.1330 -1.3779
H 2.4832 -1.7336 0.2518
H 1.0849 -2.3273 1.0011
H 1.8660 -0.9957 1.5160
```

Charge: +1
LUMO, eV: -3.82
Kohn-Sham gap, eV: 10.33

***

Q | DFT (wB97M-V/def2-TZVPD) results for an isolated ion of composition C4H8N and charge +1.

XYZ file:
```
13
Properties=species:S:1:pos:R:3
C -0.0675 1.6828 0.0869
C 0.9539 0.8452 0.1730
C -0.9068 0.3858 -0.8660
C -0.0245 -1.3127 0.5688
N 0.3791 -0.3175 -0.4691
H -0.3372 2.6601 0.4774
H 1.9070 0.7833 0.5394
H -1.7684 0.1284 -0.2770
H -0.7990 0.7117 -1.8974
H -0.0581 -0.8350 1.6047
H -1.0039 -1.8840 0.2716
H 0.8043 -1.9464 0.8493
H 0.9211 -0.9018 -1.0615
```

Charge: +1
LUMO, eV: -3.39
Kohn-Sham gap, eV: 12.20

***

Relative energies, kcal/mol: P 0.0; Q 1.9.